(1)
The following is a DFT calculation (the ωB97M-V functional and the def2-TZVPD basis) of a molecular structure, C23H26As2CoF3O5S6.

Calculated values
⟨S²⟩	6.04
E_LUMO (alpha / beta)	-0.00541 / -0.07256	hartree
multiplicity	5
ΔE to the lowest compared entry with this formula, charge and spin	10.2	kcal per mole
E_HOMO (alpha / beta)	-7.76 / -8.13	eV
HOMO-LUMO gap (alpha / beta)	7.610 / 6.159	eV
E	-9811.276314	Eh
charge	0

Last column: Mulliken spin population.
CARTESIAN COORDINATES (ANGSTROEM)
Co: 0.255 -0.135 -0.190  2.5959
C: 3.215 0.557 2.891  0.0009
C: 1.941 0.805 2.118  -0.0053
O: 1.852 0.267 1.006  0.0796
C: 0.901 1.611 2.714  -0.0040
C: 1.129 2.278 3.929  -0.0005
C: 0.176 3.070 4.511  0.0025
C: -1.082 3.186 3.917  -0.0003
C: -1.363 2.519 2.755  0.0131
C: -0.384 1.734 2.093  -0.0082
O: -0.713 1.153 0.990  0.0934
H: 3.829 -0.130 2.314  -0.0018
H: 2.998 0.126 3.865  0.0010
H: 3.761 1.487 3.030  0.0010
H: 2.085 2.178 4.413  0.0000
H: 0.399 3.604 5.421  0.0000
H: -1.833 3.808 4.380  -0.0004
H: -2.344 2.573 2.306  -0.0005
C: -1.151 -1.650 3.050  0.0049
As: -0.870 -1.926 1.111  0.0246
C: -0.626 -3.901 1.185  0.0168
C: -2.710 -1.862 0.420  0.0359
C: -3.797 -2.246 1.199  -0.0076
C: -5.085 -2.186 0.694  -0.0003
C: -5.295 -1.773 -0.609  -0.0029
C: -4.219 -1.410 -1.400  -0.0004
C: -2.922 -1.433 -0.896  -0.0004
As: -1.352 -0.857 -1.951  0.0405
C: -0.995 -2.626 -2.703  0.0075
C: -2.208 -0.120 -3.564  0.0407
H: -1.667 -2.488 3.521  0.0018
H: -1.714 -0.731 3.211  0.0004
H: -0.172 -1.539 3.523  -0.0005
H: -1.582 -4.404 1.342  0.0022
H: 0.057 -4.146 2.001  0.0003
H: -0.185 -4.244 0.250  -0.0015
H: -3.650 -2.588 2.218  -0.0005
H: -5.924 -2.458 1.317  0.0000
H: -6.295 -1.727 -1.011  0.0005
H: -4.394 -1.106 -2.427  0.0017
H: -1.914 -3.056 -3.115  0.0010
H: -0.585 -3.290 -1.943  -0.0017
H: -0.259 -2.510 -3.496  0.0008
H: -2.618 -0.939 -4.161  0.0048
H: -1.430 0.376 -4.142  -0.0065
H: -3.000 0.588 -3.321  -0.0052
C: 0.614 3.066 -4.183  0.0083
S: -0.848 4.138 -4.047  0.0763
C: -1.746 3.438 -2.733  0.3104
C: -1.263 3.067 -1.490  -0.0771
S: 0.232 3.475 -0.871  0.5770
S: -2.450 2.202 -0.488  -0.0293
C: -3.825 2.460 -1.518  -0.0052
S: -5.324 1.928 -1.142  0.0885
S: -3.455 3.266 -3.029  0.0493
H: 1.420 3.684 -4.562  -0.0009
H: 0.373 2.272 -4.885  0.0004
H: 0.882 2.645 -3.221  0.0084
F: 3.993 -1.141 -3.193  0.0004
C: 3.408 -0.022 -2.753  0.0006
F: 4.036 0.356 -1.640  -0.0004
F: 3.596 0.927 -3.675  -0.0002
S: 1.574 -0.281 -2.448  0.0020
O: 1.533 -1.397 -1.520  0.0346
O: 1.015 -0.523 -3.745  0.0051
O: 1.150 0.978 -1.857  0.0286

---

(2)
The following is a DFT calculation (the ωB97M-V functional and the def2-TZVPD basis) of a molecular structure, C23H26AsF3FeN4O3S3.

Calculated values
⟨S²⟩	8.79
E_LUMO (alpha / beta)	0.07991 / 0.01057	hartree
multiplicity	6
ΔE to the lowest compared entry with this formula, charge and spin	0.0	kcal per mole
E_HOMO (alpha / beta)	-5.36 / -5.35	eV
HOMO-LUMO gap (alpha / beta)	7.538 / 5.633	eV
E	-6330.583008	Eh
charge	-1

Last column: Mulliken spin population.
CARTESIAN COORDINATES (ANGSTROEM)
Fe: 0.697 0.028 -1.151  3.6660
C: 1.934 1.436 4.134  0.0020
C: 1.074 1.841 2.935  -0.0031
C: -0.241 1.100 2.893  -0.0093
C: -1.255 1.493 3.763  -0.0007
C: -2.460 0.817 3.813  0.0041
C: -2.654 -0.283 2.992  -0.0028
C: -1.671 -0.705 2.105  -0.0230
C: -1.903 -1.931 1.263  0.0080
C: -1.243 -3.177 1.853  0.0004
C: -0.464 0.005 2.045  0.0280
N: 0.517 -0.324 1.070  0.0023
C: 1.620 -0.868 1.475  0.0215
C: 2.734 -0.987 0.608  0.0021
C: 3.956 -1.645 0.756  0.0161
C: 4.645 -1.447 -0.443  0.0110
C: 3.811 -0.672 -1.254  0.0059
N: 2.669 -0.369 -0.622  0.0475
H: 2.852 2.024 4.167  -0.0002
H: 2.214 0.383 4.080  -0.0002
H: 1.395 1.588 5.071  0.0002
H: 1.637 1.679 2.018  0.0085
H: 0.867 2.913 2.988  0.0005
H: -1.086 2.350 4.406  0.0004
H: -3.243 1.139 4.489  0.0002
H: -3.589 -0.831 3.029  0.0001
H: -1.529 -1.777 0.250  0.0004
H: -2.981 -2.100 1.193  0.0004
H: -1.597 -3.359 2.870  -0.0005
H: -0.158 -3.067 1.885  0.0001
H: -1.465 -4.054 1.246  0.0000
H: 1.711 -1.225 2.504  0.0023
H: 4.278 -2.209 1.619  -0.0003
H: 5.625 -1.816 -0.704  0.0011
H: 4.001 -0.312 -2.254  -0.0134
S: 1.245 0.901 -3.444  0.4465
C: 1.408 2.562 -3.249  0.0712
C: 1.722 3.317 -4.433  -0.0105
N: 1.977 3.905 -5.388  0.0167
C: 1.254 3.270 -2.042  0.0794
S: 0.868 2.588 -0.560  0.4236
C: 1.411 4.701 -2.076  -0.0144
N: 1.533 5.845 -2.071  0.0351
C: -3.345 1.049 -0.316  0.0200
As: -1.915 0.849 -1.634  0.0806
C: -2.152 2.556 -2.549  0.0120
C: -2.822 -0.314 -2.906  0.0191
H: -4.244 1.436 -0.799  0.0009
H: -3.024 1.731 0.471  -0.0016
H: -3.562 0.082 0.135  -0.0019
H: -3.192 2.672 -2.856  0.0000
H: -1.509 2.590 -3.428  -0.0019
H: -1.874 3.370 -1.881  0.0015
H: -3.765 0.130 -3.227  0.0026
H: -3.000 -1.282 -2.439  0.0004
H: -2.176 -0.480 -3.768  -0.0061
F: -0.043 -4.785 -1.304  0.0001
C: 0.902 -4.104 -1.972  -0.0009
F: 1.870 -3.774 -1.112  0.0000
F: 1.419 -4.921 -2.899  0.0002
S: 0.188 -2.608 -2.767  0.0075
O: -0.916 -3.102 -3.537  0.0015
O: 1.289 -2.000 -3.462  0.0051
O: -0.243 -1.820 -1.579  0.0372

---

(3)
The following is a DFT calculation (the ωB97M-V functional and the def2-TZVPD basis) of a molecular structure, C23H26Br30IN3O6.

Calculated values
E_LUMO	-0.06038	hartree
E_HOMO	-9.47	eV
HOMO-LUMO gap	7.827	eV
E	-79025.461809	Eh
charge	0

Last column: Mulliken charge in e.
CARTESIAN COORDINATES (ANGSTROEM)
C: 1.687 2.134 2.284  -0.6121
C: 1.010 1.584 0.977  0.6128
O: 1.177 2.197 -0.031  -0.6345
O: 0.307 0.396 1.095  -0.0153
C: -0.536 0.136 -0.022  -1.4341
C: -1.953 0.848 0.058  1.3817
C: -2.849 0.066 -0.969  -0.4368
N: -3.623 -0.344 -1.678  -0.5427
O: -1.702 2.228 -0.391  -0.1235
N: -1.943 2.214 -1.744  -0.1588
O: -1.829 3.342 -2.123  -0.3721
C: -2.660 0.783 1.456  2.3665
C: -2.049 1.855 2.422  -1.1302
N: -1.688 2.610 3.170  -0.5106
C: -4.223 1.118 1.410  -1.1436
C: -4.632 2.328 0.498  -0.6538
C: -4.375 3.763 1.093  -0.3153
C: -5.266 4.117 2.358  -0.6251
O: -4.566 3.948 3.585  -0.5329
C: -2.551 -0.595 2.245  -0.1825
C: -2.457 -0.353 3.820  0.0712
O: -3.422 -0.002 4.390  -0.4672
I: -0.564 -0.713 4.806  0.0403
H: 1.579 1.419 3.140  0.1194
H: 2.777 2.257 2.030  0.3057
H: 1.319 3.160 2.532  0.2225
H: -0.076 0.334 -1.020  0.4616
H: -0.756 -0.967 0.000  0.5189
H: -4.830 0.231 1.086  0.4734
H: -4.538 1.358 2.462  0.5013
H: -5.747 2.250 0.346  0.5014
H: -4.200 2.305 -0.536  0.1134
H: -3.285 3.989 1.262  0.1039
H: -4.690 4.493 0.290  0.4632
H: -6.196 3.491 2.271  0.2520
H: -5.558 5.198 2.266  0.3720
H: -4.430 3.013 3.794  0.3387
H: -3.533 -1.129 2.106  0.3112
H: -1.770 -1.302 1.898  0.1564
C: 3.618 3.023 -1.890  0.3736
Br: 4.709 1.521 -1.342  -0.0431
Br: 4.360 4.705 -1.288  0.1517
Br: 3.297 3.020 -3.796  -0.0296
H: 2.655 2.907 -1.404  -0.3015
C: 0.696 -4.609 2.679  -0.3362
Br: 0.865 -4.436 4.598  -0.0537
Br: 0.534 -2.882 1.818  0.0797
Br: 2.132 -5.659 1.927  0.0879
H: -0.224 -5.147 2.488  0.3032
C: 5.642 6.073 2.412  -0.4081
Br: 6.401 7.204 1.042  -0.0110
Br: 3.712 6.015 2.299  -0.0169
Br: 6.422 4.306 2.374  0.0275
H: 5.890 6.512 3.372  0.4148
C: -1.432 2.626 -5.949  -0.4265
Br: 0.376 2.198 -6.512  -0.0762
Br: -2.732 1.420 -6.737  -0.0826
Br: -1.595 2.705 -4.001  0.3169
H: -1.653 3.619 -6.327  0.3636
C: 4.743 9.059 -1.912  -0.2127
Br: 2.886 8.688 -1.523  -0.0119
Br: 5.654 7.498 -2.598  -0.0502
Br: 4.943 10.583 -3.086  -0.0449
H: 5.219 9.317 -0.972  0.2589
C: 5.068 0.406 4.562  -0.3315
Br: 3.989 -1.162 4.880  0.0012
Br: 5.637 0.492 2.719  -0.0370
Br: 4.160 2.025 5.107  -0.0348
H: 5.958 0.320 5.176  0.3653
C: -2.275 -8.296 -0.194  -0.3720
Br: -1.917 -8.551 1.690  -0.0448
Br: -2.311 -6.422 -0.673  0.0311
Br: -1.040 -9.293 -1.301  0.0088
H: -3.266 -8.692 -0.386  0.3836
C: -2.530 -4.491 -4.439  -0.3929
Br: -3.782 -5.961 -4.277  0.0019
Br: -2.033 -4.175 -6.283  -0.0456
Br: -3.190 -2.882 -3.594  -0.0298
H: -1.626 -4.780 -3.913  0.4144
C: 5.375 -7.326 0.045  -0.3630
Br: 4.600 -9.053 0.439  -0.0021
Br: 4.193 -6.233 -1.027  -0.0044
Br: 5.934 -6.409 1.653  -0.0088
H: 6.267 -7.504 -0.546  0.3485
C: -0.362 -9.238 -5.472  0.0346
Br: 1.557 -9.337 -5.695  -0.0115
Br: -1.025 -7.443 -5.746  0.1079
Br: -1.280 -10.519 -6.591  -0.0142
H: -0.577 -9.503 -4.442  -0.0742

---

> Look up the E of the second one.

-6330.583008 Eh

---

> Look up the E of the second one.

-6330.583008 Eh

---

> Among the records above, which one has the lowest charge?

C23H26AsF3FeN4O3S3